C9H14O | the ωB97M-V functional and the def2-TZVPD basis

```
24
Properties=species:S:1:pos:R:3
C 1.823 -1.641 -1.978
C 0.557 -1.770 0.162
C 0.617 -1.318 -1.117
C -0.593 -1.535 0.988
C -1.599 -0.729 0.392
C -0.446 -0.531 -1.683
C -1.593 -0.274 -0.898
O -2.702 -0.430 1.193
H 1.239 -2.561 0.476
H -0.630 -1.819 2.030
H 1.746 -2.576 -2.554
H 2.720 -1.720 -1.361
H -0.287 -0.088 -2.659
H -2.713 -0.972 1.987
H -2.284 0.421 -1.360
H 1.988 -0.874 -2.740
C 0.670 1.929 1.646
C -0.183 2.686 0.665
H 1.737 2.101 1.493
H 0.476 2.191 2.691
H 0.464 0.854 1.688
H -1.199 2.334 0.503
H 0.006 3.756 0.803
H 0.186 2.567 -0.368
```

Properties
largest force on an atom = 2.2 eV Å⁻¹
orbital gap (alpha / beta) = 0.120 / 0.260 hartree
spin multiplicity = 2
total charge = -1
expectation value of S² = 0.76
HOMO level (alpha / beta) = 0.66 / -3.24 eV
E_LUMO (alpha / beta) = 3.93 / 3.84 eV
DFT total energy = -11605.9601 eV
energy relative to the best compared isomer or geometry (same formula, charge and spin) = 8.3 kcal/mol
M = 138.21 g/mol

Results of the natural (NBO) charge analysis, in e, for atoms 1 through 4:
1 C -0.6152
2 C -0.2991
3 C -0.0573
4 C -0.5287

---

C6H8N2S | the ωB97M-V functional and the def2-TZVPD basis

```
17
Properties=species:S:1:pos:R:3
C 0.198 -1.871 -0.445
C -0.556 -0.436 1.242
C -1.894 -0.234 1.101
C -0.075 0.445 -1.188
C 0.270 -0.485 0.006
C 1.761 -0.141 0.231
N 0.195 -2.959 -0.757
N -0.049 1.832 -1.044
S -2.739 -0.009 -0.370
H -0.127 -0.326 2.147
H -2.556 -0.309 2.028
H -0.233 0.015 -2.154
H 1.807 0.905 0.145
H 2.297 -0.590 -0.502
H 2.110 -0.465 1.210
H -0.570 2.493 -1.553
H 0.161 2.136 -0.098
```

Properties
largest force on an atom = 4.3 eV Å⁻¹
orbital gap (alpha / beta) = 0.247 / 0.247 hartree
HOMO level (alpha / beta) = -7.69 / -7.69 eV
E_LUMO (alpha / beta) = -0.96 / -0.96 eV
DFT total energy = -20163.9380 eV
energy relative to the best compared isomer or geometry (same formula, charge and spin) = 71.6 kcal/mol
M = 140.21 g/mol

Results of the natural (NBO) charge analysis, in e, for atoms 1 through 4:
1 C 0.2906
2 C -0.3601
3 C -0.2959
4 C 0.2909

---

C46H117ClN7O20 | the ωB97M-V functional and the def2-TZVPD basis

```
191
Properties=species:S:1:pos:R:3
Cl -0.132 0.398 1.055
O 1.196 -0.005 1.445
O -0.135 1.828 0.892
O -0.460 -0.268 -0.207
O -1.057 0.018 2.086
C -2.996 -2.118 5.568
C -3.199 -2.285 4.074
O -3.373 -3.703 3.834
H -3.983 -2.220 6.029
H -2.704 -1.105 5.853
H -2.331 -2.864 5.995
H -2.450 -1.831 3.419
H -4.169 -1.853 3.786
H -3.307 -3.773 2.850
C 2.599 3.721 2.666
C 1.629 4.411 3.623
O 0.366 4.647 3.002
H 2.187 2.755 2.369
H 3.544 3.538 3.186
H 2.831 4.308 1.777
H 2.041 5.373 3.936
H 1.527 3.720 4.466
H 0.045 5.489 3.329
C -1.354 2.387 4.563
O -2.404 2.962 3.825
C -3.439 3.434 4.627
C -4.658 3.886 3.836
N -4.314 4.822 2.800
C -5.361 5.112 1.834
C -4.940 6.272 0.937
O -3.613 6.132 0.505
C -3.267 7.253 -0.279
H -0.504 2.206 3.912
H -1.624 1.448 5.057
H -1.034 3.116 5.323
H -3.045 4.288 5.213
H -3.765 2.756 5.432
H -5.370 4.326 4.558
H -5.148 3.000 3.428
H -3.901 5.670 3.163
H -6.290 5.379 2.360
H -5.528 4.238 1.200
H -5.020 7.194 1.541
H -5.668 6.421 0.128
H -2.194 7.232 -0.460
H -3.458 8.193 0.259
H -3.860 7.249 -1.201
C -6.384 -6.406 0.678
O -5.308 -5.584 0.320
C -5.524 -4.269 0.821
C -4.255 -3.475 0.496
N -3.074 -4.133 1.026
C -1.884 -3.535 0.401
C -0.577 -3.947 1.059
O -0.198 -5.197 0.496
C 0.800 -5.850 1.228
H -6.551 -6.442 1.765
H -6.258 -7.448 0.393
H -7.336 -6.036 0.279
H -5.734 -4.337 1.894
H -6.395 -3.773 0.378
H -4.344 -2.469 0.911
H -4.248 -3.470 -0.603
H -3.108 -5.101 0.722
H -1.969 -2.447 0.400
H -1.821 -3.871 -0.643
H -0.686 -3.979 2.150
H 0.217 -3.214 0.867
H 0.977 -6.822 0.768
H 0.483 -6.038 2.261
H 1.755 -5.313 1.271
C 3.009 -7.436 -5.793
O 3.618 -6.394 -5.064
C 4.717 -6.873 -4.326
C 5.248 -5.775 -3.446
N 4.174 -5.218 -2.623
C 4.567 -4.054 -1.843
C 3.299 -3.386 -1.322
O 2.512 -2.933 -2.396
C 1.192 -2.646 -1.964
H 2.141 -7.003 -6.285
H 2.684 -8.267 -5.158
H 3.700 -7.863 -6.529
H 5.492 -7.281 -4.991
H 4.551 -7.762 -3.700
H 5.639 -4.960 -4.077
H 6.090 -6.111 -2.838
H 3.414 -5.012 -3.259
H 5.181 -3.357 -2.429
H 5.157 -4.387 -0.985
H 3.644 -2.524 -0.733
H 2.784 -4.080 -0.652
H 0.671 -3.526 -1.571
H 0.661 -2.256 -2.834
H 1.178 -1.848 -1.210
C -8.429 1.351 -4.526
O -7.094 1.301 -4.097
C -6.273 0.604 -4.985
C -4.804 0.573 -4.552
N -4.475 -0.581 -3.719
C -3.022 -0.692 -3.596
C -2.676 -1.854 -2.690
O -3.020 -3.146 -3.197
C -2.025 -3.681 -4.041
H -8.996 1.955 -3.822
H -8.874 0.353 -4.614
H -8.478 1.832 -5.513
H -6.316 1.022 -6.002
H -6.629 -0.422 -5.170
H -4.700 1.523 -4.021
H -4.174 0.586 -5.449
H -4.824 -1.416 -4.178
H -2.642 0.204 -3.104
H -2.430 -0.748 -4.523
H -3.305 -1.832 -1.797
H -1.664 -1.738 -2.285
H -1.153 -3.941 -3.422
H -1.784 -3.067 -4.911
H -2.360 -4.674 -4.360
C 3.596 0.342 -3.689
O 3.374 1.415 -2.815
C 3.223 1.010 -1.474
C 3.054 2.169 -0.515
N 3.999 3.263 -0.841
C 5.222 3.038 -0.049
C 6.189 4.212 -0.119
O 6.596 4.433 -1.466
C 7.520 3.512 -1.959
H 2.836 -0.436 -3.558
H 4.584 -0.110 -3.562
H 3.449 0.722 -4.699
H 4.080 0.364 -1.210
H 2.351 0.345 -1.380
H 3.086 1.737 0.485
H 2.040 2.561 -0.628
H 4.217 3.114 -1.821
H 5.640 2.086 -0.406
H 4.902 2.852 0.975
H 7.070 4.135 0.526
H 5.654 5.126 0.140
H 7.043 2.587 -2.307
H 8.312 3.304 -1.223
H 8.042 3.950 -2.816
C 7.980 2.970 2.900
O 6.699 2.367 2.948
C 6.817 0.956 2.960
C 5.506 0.379 2.436
N 5.419 -1.057 2.638
C 4.087 -1.519 2.280
C 3.912 -3.002 2.491
O 3.689 -3.219 3.879
C 3.582 -4.593 4.197
H 7.872 4.047 3.015
H 8.551 2.754 1.993
H 8.556 2.579 3.748
H 6.882 0.623 4.005
H 7.659 0.502 2.432
H 5.366 0.586 1.374
H 4.664 0.847 2.966
H 5.690 -1.369 3.560
H 3.855 -1.309 1.233
H 3.308 -1.017 2.867
H 4.786 -3.557 2.126
H 3.028 -3.374 1.958
H 3.439 -4.660 5.273
H 4.527 -5.087 3.949
H 2.746 -5.057 3.668
C 1.084 5.791 -0.246
O -0.169 5.177 -0.433
C -0.194 4.441 -1.639
C -1.634 4.565 -2.170
N -2.612 3.894 -1.327
C -2.697 2.471 -1.611
C -3.811 1.795 -0.779
O -3.595 2.143 0.558
C -4.212 1.241 1.439
H 1.290 6.505 -1.051
H 1.889 5.056 -0.158
H 1.109 6.350 0.690
H 0.096 3.397 -1.490
H 0.473 4.865 -2.399
H -1.682 4.302 -3.243
H -1.874 5.631 -2.148
H -3.486 4.291 -1.667
H -1.798 1.885 -1.409
H -2.943 2.274 -2.669
H -3.704 0.725 -0.988
H -4.789 2.140 -1.143
H -3.927 0.202 1.230
H -5.309 1.327 1.391
H -3.870 1.455 2.449
```

Properties
largest force on an atom = 1.7 eV Å⁻¹
orbital gap = 0.299 hartree
total charge = -1
HOMO level = -5.89 eV
E_LUMO = 2.23 eV
DFT total energy = -113487.1769 eV
M = 1123.92 g/mol

Results of the Mulliken charge analysis, in e, for atoms 1 through 4:
1 Cl 0.3425
2 O -0.2990
3 O -0.2504
4 O -0.4841

---

C46H47NOPPbS3SbSi | the ωB97M-V functional and the def2-TZVPD basis

```
102
Properties=species:S:1:pos:R:3
Pb -0.057 0.659 0.359
C 0.324 -0.105 -7.325
C 1.496 -0.530 -6.723
C 1.628 -0.489 -5.339
C 0.584 -0.025 -4.547
C -0.602 0.384 -5.161
C -0.727 0.355 -6.539
P 0.608 0.033 -2.717
C 2.299 -0.561 -2.327
C 2.489 -1.943 -2.264
C 3.723 -2.474 -1.930
C 4.785 -1.631 -1.631
C 4.603 -0.257 -1.667
C 3.368 0.275 -2.013
C 0.747 1.851 -2.424
C 1.267 2.736 -3.370
C 1.315 4.093 -3.101
C 0.844 4.576 -1.885
C 0.340 3.696 -0.938
C 0.276 2.326 -1.191
H 0.224 -0.134 -8.403
H 2.318 -0.892 -7.328
H 2.552 -0.818 -4.881
H -1.436 0.707 -4.549
H -1.650 0.679 -7.002
H 1.652 -2.605 -2.455
H 3.852 -3.548 -1.883
H 5.747 -2.044 -1.360
H 5.425 0.406 -1.426
H 3.235 1.350 -2.046
H 1.628 2.364 -4.323
H 1.718 4.776 -3.838
H 0.871 5.639 -1.678
H -0.015 4.086 0.010
C 1.008 2.991 7.143
Si -0.204 2.682 5.746
C -1.498 4.029 5.744
C -0.988 1.012 6.019
C 0.808 2.723 4.151
C 2.090 3.252 4.167
C 2.926 3.207 3.051
C 2.462 2.544 1.940
N 1.230 2.038 1.887
C 0.374 2.190 2.916
S -1.287 1.784 2.553
H 0.511 2.838 8.103
H 1.394 4.012 7.138
H 1.859 2.309 7.095
H -1.975 4.110 6.722
H -2.271 3.820 5.004
H -1.055 4.996 5.503
H -1.331 0.929 7.053
H -0.277 0.205 5.832
H -1.836 0.860 5.358
H 2.466 3.707 5.075
H 3.912 3.646 3.061
H 3.071 2.400 1.055
S 0.119 -3.138 0.366
Sb -0.968 -4.360 1.889
C -2.148 -5.853 0.978
C -3.534 -5.757 0.981
C -4.295 -6.654 0.242
C -3.674 -7.645 -0.501
C -2.289 -7.739 -0.514
C -1.527 -6.842 0.217
C -2.303 -3.238 3.050
C -2.317 -1.858 2.893
C -3.199 -1.091 3.641
C -4.060 -1.703 4.539
C -4.041 -3.083 4.701
C -3.161 -3.855 3.958
C 0.247 -5.331 3.305
C 0.953 -4.533 4.201
C 1.809 -5.117 5.122
C 1.964 -6.495 5.148
C 1.260 -7.293 4.259
C 0.400 -6.712 3.336
H -4.029 -4.979 1.550
H -5.375 -6.574 0.248
H -4.269 -8.341 -1.079
H -1.802 -8.506 -1.103
H -0.445 -6.901 0.170
H -1.643 -1.380 2.192
H -3.204 -0.016 3.519
H -4.748 -1.104 5.121
H -4.711 -3.557 5.407
H -3.143 -4.931 4.093
H 0.840 -3.455 4.184
H 2.356 -4.495 5.817
H 2.635 -6.949 5.865
H 1.377 -8.368 4.284
H -0.158 -7.345 2.657
C -1.610 -3.289 -4.491
S -1.627 -2.626 -2.823
C -2.614 -3.914 -2.069
O -2.513 -1.423 -2.869
H -2.637 -3.377 -4.845
H -1.108 -4.256 -4.496
H -1.059 -2.582 -5.110
H -3.566 -3.977 -2.596
H -2.767 -3.618 -1.034
H -2.076 -4.862 -2.093
```

Properties
largest force on an atom = 0.4 eV Å⁻¹
orbital gap = 0.276 hartree
HOMO level = -7.13 eV
E_LUMO = 0.38 eV
DFT total energy = -113459.7806 eV
energy relative to the best compared isomer or geometry (same formula, charge and spin) = 0.0 kcal/mol
M = 1114.11 g/mol

Results of the Mulliken charge analysis, in e, for atoms 1 through 4:
1 Pb 0.8593
2 C -0.4200
3 C -0.7087
4 C -0.2530